Entry 1:
DFT (ωB97M-V/def2-TZVPD) results for C23H26ClIrN2O3PS3 as an isolated structure at a distorted geometry.

Summary:
Energy above the lowest of the compared OMol25 structures with the same formula, charge and spin ... 82.7 kJ/mol
HOMO-LUMO gap ... 7.176 eV
Molecular weight ... 733.3 g mol⁻¹
Strongest force on any atom ... 1.55 eV/Å

Geometry as ORCA input:
```
! wB97M-V def2-TZVPD RIJCOSX def2/J DEFGRID3
* xyz 1 1
Ir -0.73 1.01 -0.89
Cl -2.64 -0.21 2.31
C -1.23 -1.19 2.53
C -1.36 -2.40 3.18
C -0.24 -3.19 3.40
C 1.00 -2.76 2.97
C 1.13 -1.55 2.31
C 0.02 -0.74 2.08
P 0.18 0.83 1.19
C 1.94 0.98 0.82
C 2.80 1.63 1.71
C 4.15 1.71 1.43
C 4.66 1.16 0.26
C 3.81 0.52 -0.64
C 2.45 0.44 -0.36
C -0.25 2.12 2.37
C -0.21 1.87 3.75
C -0.50 2.90 4.63
C -0.81 4.16 4.15
C -0.84 4.41 2.79
C -0.56 3.39 1.89
H -2.34 -2.71 3.53
H -0.35 -4.13 3.91
H 1.88 -3.37 3.15
H 2.11 -1.22 1.98
H 2.41 2.07 2.62
H 4.82 2.21 2.12
H 5.71 1.23 0.04
H 4.20 0.11 -1.56
H 1.80 -0.04 -1.08
H 0.02 0.89 4.12
H -0.48 2.71 5.70
H -1.04 4.96 4.85
H -1.09 5.39 2.41
H -0.58 3.58 0.83
O 0.33 2.81 -1.38
S -0.66 2.90 -2.53
O -0.59 4.01 -3.39
O -0.62 1.52 -3.13
S -2.30 2.59 -1.24
C -1.40 -1.10 -4.75
N -1.98 -1.11 -3.41
C -3.20 -0.31 -3.28
C -1.37 -1.68 -2.37
S -1.58 -1.08 -0.73
N -0.62 -2.77 -2.54
C 0.35 -3.22 -1.55
C -0.88 -3.73 -3.61
H -1.38 -0.07 -5.09
H -2.00 -1.70 -5.45
H -0.38 -1.47 -4.73
H -3.92 -0.69 -4.01
H -2.98 0.73 -3.49
H -3.61 -0.40 -2.28
H 0.79 -2.38 -1.02
H 1.14 -3.76 -2.07
H -0.12 -3.88 -0.82
H -1.85 -3.54 -4.07
H -0.90 -4.73 -3.16
H -0.10 -3.71 -4.38
*
```

Here are the Mulliken charges for atoms 1 to 6, given in e: number 1, Ir, carries 2.00; number 2, Cl, carries -0.10; number 3, C, carries 0.87; number 4, C, carries -0.69; number 5, C, carries -0.63; number 6, C, carries -0.83

---

Entry 2:
DFT (ωB97M-V/def2-TZVPD) results for C23H26F5N7OPS3TeW as an isolated structure at a distorted geometry.

Summary:
HOMO-LUMO gap ... 5.245 eV
Molecular weight ... 950.1 g mol⁻¹
Strongest force on any atom ... 9.76 eV/Å

Geometry as ORCA input:
```
! wB97M-V def2-TZVPD RIJCOSX def2/J DEFGRID3
* xyz 1 1
W -0.85 -0.35 -1.19
C -4.00 -4.79 -0.37
S -4.26 -3.71 1.06
C -2.71 -2.84 1.05
S -1.26 -3.86 1.14
N -2.81 -1.58 1.01
N -1.84 -0.64 0.89
C -2.26 0.56 1.35
C -1.59 1.72 0.95
C -1.85 2.98 1.54
C -1.05 4.05 1.25
C 0.02 3.87 0.35
C 0.18 2.66 -0.26
N -0.60 1.57 -0.02
H -4.79 -5.54 -0.35
H -3.02 -5.28 -0.32
H -4.09 -4.20 -1.29
H -3.10 0.59 2.02
H -2.68 3.07 2.23
H -1.21 5.01 1.72
H 0.70 4.68 0.13
H 0.97 2.50 -0.98
S 1.78 1.31 -4.58
C 2.74 0.15 -3.78
C 2.18 -0.29 -2.61
C 0.93 0.29 -2.29
C 0.58 1.17 -3.32
C -0.68 1.87 -3.37
C -0.98 2.87 -4.31
C -2.21 3.49 -4.26
C -3.12 3.12 -3.28
C -2.76 2.12 -2.39
N -1.57 1.50 -2.42
H 3.67 -0.15 -4.23
H 2.66 -1.05 -2.01
H -0.25 3.12 -5.06
H -2.45 4.27 -4.98
H -4.09 3.58 -3.21
H -3.46 1.80 -1.62
C 2.25 -1.28 4.06
N 1.93 0.11 3.83
C 3.12 0.81 3.37
N 3.68 0.21 2.17
C 3.97 -1.19 2.43
N 2.77 -1.88 2.86
C 1.79 -2.01 1.82
P 1.13 -0.36 1.18
C 0.82 0.30 2.95
C 2.86 0.41 1.02
H 1.35 -1.82 4.38
H 3.00 -1.35 4.85
H 3.87 0.77 4.16
H 2.87 1.85 3.17
H 4.72 -1.26 3.22
H 4.36 -1.66 1.52
H 0.94 -2.60 2.19
H 2.21 -2.56 0.97
H -0.05 -0.23 3.36
H 0.58 1.36 2.87
H 2.73 1.48 0.85
H 3.36 -0.01 0.14
F 0.29 -2.92 -2.79
Te -0.97 -3.20 -1.25
F -1.26 -5.11 -1.99
F 0.70 -4.22 -0.81
F -2.74 -0.45 -1.29
F -1.23 -1.08 -2.88
O 0.11 -1.74 -0.54
*
```

Here are the Mulliken charges for atoms 1 to 6, given in e: number 1, W, carries 0.89; number 2, C, carries -0.73; number 3, S, carries -0.04; number 4, C, carries 0.25; number 5, S, carries -0.28; number 6, N, carries -1.05

---

Number 1: HOMO -11.45 eV. Number 2: HOMO -10.70 eV.